[1]
{
  "formula": "C32H37AsHfN7O6S7Sb",
  "method": "wB97M-V/def2-TZVPD",
  "species": ["Hf", "S", "As", "S", "S", "S", "S", "C", "N", "C", "C", "N", "C", "C", "C", "C", "C", "C", "C", "C", "S", "C", "C", "C", "C", "C", "C", "C", "H", "H", "H", "H", "H", "H", "H", "H", "H", "H", "H", "H", "H", "H", "H", "H", "H", "H", "O", "C", "O", "C", "C", "C", "C", "C", "C", "N", "O", "O", "N", "O", "O", "H", "H", "H", "C", "Sb", "C", "C", "H", "H", "H", "H", "H", "H", "H", "H", "H", "C", "C", "C", "N", "N", "C", "N", "S", "H", "H", "H", "H", "H", "H", "H"],
  "positions_angstrom": [[-0.07910, 0.30138, -0.31211], [-2.73743, 3.33318, 0.80047], [-2.44121, 1.30246, 1.34322], [-0.28652, 1.01948, 2.02046], [-2.53148, 0.01498, -0.47987], [-3.79741, 0.69156, 2.81225], [-0.63245, -1.99762, 1.44008], [0.01750, -3.33233, 0.74117], [0.60463, -4.32717, 1.43974], [1.20075, -5.44430, 0.70622], [0.21914, -5.85758, -0.35220], [-0.05062, -4.73293, -1.25419], [-0.27573, -5.07014, -2.67578], [1.01282, -5.26685, -3.44615], [1.63895, -6.51206, -3.46306], [2.84649, -6.69277, -4.12745], [3.43156, -5.62915, -4.80212], [2.80027, -4.39190, -4.81435], [1.60174, -4.20775, -4.13498], [-0.09139, -3.48844, -0.77567], [-0.35312, -2.16645, -1.75906], [0.75764, -4.26657, 2.91500], [1.99666, -3.60284, 3.47577], [3.21180, -4.28352, 3.52764], [4.33338, -3.68733, 4.09320], [4.24549, -2.39947, 4.61094], [3.03902, -1.70883, 4.54869], [1.91984, -2.30451, 3.98032], [1.36003, -6.27351, 1.38886], [2.16100, -5.16306, 0.26835], [-0.71123, -6.17256, 0.12476], [0.61247, -6.68292, -0.93476], [-0.87209, -4.28100, -3.11526], [-0.85869, -5.98862, -2.68677], [1.16652, -7.36229, -2.97733], [3.32310, -7.66630, -4.12683], [4.36633, -5.76978, -5.33473], [3.24119, -3.56689, -5.36382], [1.10945, -3.24298, -4.14788], [0.71722, -5.30102, 3.25706], [-0.11298, -3.75100, 3.29790], [3.28280, -5.30108, 3.14671], [5.27149, -4.23288, 4.13690], [5.11249, -1.93948, 5.07316], [2.96427, -0.70398, 4.95432], [0.97739, -1.76544, 3.94492], [1.82909, 1.36492, -0.01583], [2.39396, 0.26323, 0.19825], [1.69944, -0.80085, 0.06268], [3.85173, 0.16706, 0.49668], [4.63191, 1.31094, 0.47655], [5.99480, 1.17942, 0.60822], [6.60546, -0.04688, 0.76380], [5.79750, -1.16111, 0.78286], [4.43227, -1.08136, 0.65627], [6.43492, -2.49988, 0.88829], [5.76911, -3.45822, 0.57545], [7.57982, -2.54594, 1.27988], [6.85114, 2.39573, 0.52954], [8.04567, 2.24696, 0.67734], [6.29903, 3.45188, 0.31962], [4.18566, 2.28838, 0.35275], [7.67673, -0.13138, 0.85665], [3.82504, -1.97684, 0.67001], [1.93855, 0.08080, -5.08214], [1.86201, 0.15690, -2.93847], [3.00800, 1.98186, -2.92464], [3.50671, -1.22289, -2.74896], [2.98960, 0.19821, -5.37076], [1.34896, 0.89109, -5.52397], [1.55896, -0.88009, -5.45718], [4.07146, 1.74008, -2.99638], [2.81518, 2.56039, -2.02562], [2.71956, 2.56597, -3.80140], [4.43319, -0.67000, -2.57588], [3.58881, -1.77010, -3.68899], [3.33871, -1.93380, -1.94196], [-1.71569, 0.89139, -5.15261], [-2.41942, 1.95225, -4.30367], [-1.56863, 2.44087, -3.16450], [-0.87867, 1.68281, -2.40675], [-0.27309, 2.32393, -1.35437], [-0.48925, 3.60978, -1.33715], [0.07792, 4.44138, -0.45037], [-1.46056, 4.10920, -2.67369], [-2.38382, 0.52630, -5.93586], [-1.41514, 0.04646, -4.53345], [-0.82438, 1.30591, -5.63023], [-3.32504, 1.52936, -3.86302], [-2.72358, 2.79735, -4.92114], [0.37212, 3.98096, 0.39803], [-0.39570, 5.31080, -0.28912]],
  "mulliken_charge": [-1.406, -0.514, 0.301, -0.335, -0.301, -0.474, 0.026, 0.075, 0.243, -0.597, -0.804, 0.334, -2.238, 0.898, -0.315, -0.765, -0.600, -0.566, 0.039, 0.094, -0.067, -2.263, 1.103, -0.230, -0.747, -0.471, -0.750, -0.233, 0.609, 0.174, 0.276, 0.389, 0.814, 0.567, 0.421, 0.400, 0.399, 0.464, 0.312, 0.652, 0.729, 0.347, 0.426, 0.438, 0.434, 0.445, -0.598, 0.708, 0.955, -0.682, -0.070, -0.573, -0.549, -0.307, 0.257, 1.167, -0.577, -0.632, 1.059, -0.622, -0.606, 0.777, 0.654, 0.836, -1.519, 0.894, -1.289, -1.030, 0.502, 0.391, 0.343, 0.412, 0.235, 0.491, 0.498, 0.389, 0.060, -0.784, -0.527, -0.034, -0.164, 0.992, -0.146, -0.336, -0.214, 0.422, 0.091, 0.162, 0.257, 0.434, 0.241, 0.295],
  "lumo_energy_ev": -1.35,
  "spin_multiplicity": 1,
  "de_lowest_kj_mol": 67.8,
  "e_homo_ev": -6.363,
  "energy_ev": -201029.419
}

---

[2]
{
  "formula": "C2H8N4",
  "method": "wB97M-V/def2-TZVPD",
  "species": ["N", "C", "N", "H", "H", "H", "H", "N", "C", "N", "H", "H", "H", "H"],
  "positions_angstrom": [[1.87711, 2.98301, 1.44105], [0.99271, 4.02375, 1.59782], [-0.24694, 3.81943, 1.76437], [1.54553, 2.07665, 1.73699], [2.82835, 3.17367, 1.73025], [1.46930, 4.99852, 1.45737], [-0.76030, 4.69267, 1.69852], [-0.39801, -3.53779, -2.51030], [-1.45494, -3.44860, -1.55071], [-1.47768, -4.22134, -0.56178], [0.47764, -3.52562, -2.00845], [-0.48743, -4.30589, -3.15671], [-2.25183, -2.74991, -1.83251], [-2.11350, -3.97854, 0.19408]],
  "nbo_charge": [-0.812, 0.275, -0.711, 0.389, 0.377, 0.142, 0.340, -0.889, 0.283, -0.646, 0.379, 0.384, 0.142, 0.347],
  "smiles": "[H]/N=C/N.[H]/N=C/N",
  "lumo_energy_ev": 1.05,
  "spin_multiplicity": 1,
  "de_lowest_kj_mol": 101.6,
  "e_homo_ev": -9.503,
  "energy_ev": -8163.199
}

---

[3]
{
  "formula": "C3H6N2O2",
  "method": "wB97M-V/def2-TZVPD",
  "species": ["C", "C", "C", "N", "N", "O", "O", "H", "H", "H", "H", "H", "H"],
  "positions_angstrom": [[-1.13140, 1.22849, -0.20900], [1.95542, -0.25911, -0.66062], [-1.37080, -0.06696, 0.08194], [1.01388, -0.64102, 0.23782], [-0.28899, -1.01588, 0.22492], [3.01517, 0.00017, 0.17318], [-2.56040, -0.63825, -0.08994], [-0.29673, 1.69431, 0.04978], [-1.89082, 1.86354, -0.44268], [1.53693, -0.69866, 1.09889], [-0.50778, -1.75989, -0.50082], [3.74176, 0.33915, -0.37063], [-2.62541, -1.58937, -0.21356]],
  "nbo_charge": [-0.554, 0.277, 0.482, -0.466, -0.466, -0.729, -0.675, 0.201, 0.203, 0.375, 0.355, 0.505, 0.492],
  "lumo_energy_ev": 0.62,
  "spin_multiplicity": 1,
  "de_lowest_kj_mol": 530.1,
  "e_homo_ev": -8.417,
  "energy_ev": -10279.304
}

---

[4]
{
  "formula": "C17H34BrN2O6",
  "method": "wB97M-V/def2-TZVPD",
  "species": ["N", "C", "O", "C", "C", "C", "C", "N", "C", "C", "C", "C", "O", "Br", "H", "H", "H", "H", "H", "H", "H", "H", "H", "H", "H", "H", "H", "H", "C", "O", "C", "C", "O", "C", "H", "H", "H", "H", "H", "H", "H", "H", "H", "H", "C", "O", "C", "C", "O", "C", "H", "H", "H", "H", "H", "H", "H", "H", "H", "H"],
  "positions_angstrom": [[2.72730, -0.43035, -1.19443], [3.45043, -0.88100, -2.34789], [4.20118, -1.82748, -2.29560], [3.33116, -0.09312, -3.63589], [2.71274, 1.30621, -3.51876], [1.29719, 1.50324, -4.04600], [1.03379, 3.04670, -3.88676], [0.47725, 3.11063, -2.53287], [0.02995, 2.00155, -2.10824], [0.12047, 1.00399, -3.19201], [-0.07613, -0.47430, -2.82343], [0.52037, -1.47900, -3.76185], [1.20815, -2.39553, -3.36970], [0.10749, -1.34153, -5.64744], [1.87918, -0.96294, -1.07450], [3.31163, -0.60055, -0.39111], [2.87435, -0.70174, -4.40031], [4.35713, 0.03415, -3.94017], [3.36684, 1.98165, -4.04614], [2.73929, 1.61699, -2.48486], [1.18157, 1.33665, -5.10178], [0.40358, 3.51686, -4.62586], [1.96157, 3.59604, -3.84133], [0.45480, 3.94376, -1.96219], [-0.37678, 1.82623, -1.13112], [-0.75565, 1.26551, -3.79492], [0.25027, -0.63850, -1.81230], [-1.14317, -0.65715, -2.82337], [-1.25824, -4.53023, 2.71399], [-1.78169, -3.98624, 1.50954], [-1.79839, -2.57532, 1.48608], [-0.63418, -2.01563, 0.69446], [0.61222, -2.29544, 1.30318], [1.29031, -3.40251, 0.71976], [-1.04590, -5.58174, 2.53356], [-0.33592, -4.03035, 3.01636], [-1.99545, -4.45184, 3.51833], [-1.80383, -2.16719, 2.50131], [-2.73139, -2.27246, 0.99796], [-0.73001, -0.92076, 0.65493], [-0.64930, -2.39668, -0.33402], [1.73926, -3.12044, -0.24035], [0.62043, -4.24987, 0.56867], [2.08393, -3.69823, 1.40200], [-1.99876, 3.72946, 4.96653], [-1.36843, 3.35233, 3.74985], [-0.64893, 2.13507, 3.84071], [-1.43104, 0.97381, 3.26722], [-2.59348, 0.69245, 4.02187], [-3.78279, 1.21579, 3.45611], [-2.72259, 4.50816, 4.73474], [-2.52012, 2.88894, 5.42774], [-1.26175, 4.13049, 5.66865], [-0.36289, 1.92699, 4.87484], [0.26912, 2.26117, 3.25604], [-0.80124, 0.07777, 3.30443], [-1.69073, 1.16106, 2.21769], [-4.10212, 0.60465, 2.60390], [-3.65623, 2.25171, 3.13427], [-4.55587, 1.17810, 4.22042]],
  "nbo_charge": [-0.934, 0.701, -0.508, -0.539, -0.415, -0.203, -0.234, -0.394, 0.308, -0.296, -0.527, 0.506, -0.477, 0.031, 0.383, 0.405, 0.249, 0.266, 0.227, 0.226, 0.258, 0.244, 0.236, 0.448, 0.253, 0.272, 0.242, 0.267, -0.258, -0.546, -0.089, -0.087, -0.559, -0.260, 0.199, 0.177, 0.177, 0.185, 0.183, 0.158, 0.165, 0.161, 0.192, 0.204, -0.257, -0.558, -0.088, -0.086, -0.547, -0.255, 0.194, 0.183, 0.175, 0.186, 0.174, 0.188, 0.150, 0.163, 0.178, 0.202],
  "lumo_energy_ev": -4.59,
  "spin_multiplicity": 1,
  "total_charge": 1,
  "e_homo_ev": -11.350,
  "energy_ev": -103478.442
}